# 1
This record from OMol25 describes C31H50N9O6P2S2Zr as an isolated structure. The level of theory is the ωB97M-V functional and the def2-TZVPD basis.

Results
- Net charge: +1
- Energy above the lowest of the compared OMol25 structures with the same formula, charge and spin: 26.90 kcal/mol
- Highest occupied orbital energy: -9.78 eV
- E_LUMO: -2.24 eV
- 2S+1: 1

```
101
C31H50N9O6P2S2Zr, DFT the ωB97M-V functional and the def2-TZVPD basis
S 0.01992 0.52733 2.95989
H 6.49322 1.30591 -0.07428
C -2.77685 2.47000 -3.53509
H 3.61566 0.72342 -2.00550
C -2.74505 4.87131 -3.71267
C -5.44169 4.21653 -0.40014
O 1.33845 1.04691 3.30226
O 1.12114 2.04883 0.58222
N -0.24384 -0.24902 1.72713
C -2.62135 -2.41750 1.11080
H 1.86534 -4.75101 0.33314
P -2.74564 -0.73154 0.34378
H 5.60059 1.17387 2.14907
N 0.80787 4.27228 0.82200
N -0.79125 -0.88662 -2.00285
C 3.77271 1.42358 -1.18030
H 4.40606 2.24512 -1.51202
C 0.20603 -3.29900 2.59443
C -0.99593 3.73336 -2.51773
N -1.62605 0.15530 -2.45195
H -4.98780 -1.43061 -0.36154
O 3.76209 -3.53500 -1.81742
H -4.24969 3.61331 -4.58879
C 4.07181 -2.71938 -0.70647
C 0.78052 -4.69535 0.24481
H 2.82227 1.84857 -0.87532
H 0.51693 -4.88320 -0.79462
H -3.77648 -1.71710 -1.63111
H -4.29397 2.91976 3.34254
H -6.37076 4.80620 1.51177
H -2.35004 -2.26333 2.15844
C -0.98820 1.26210 -2.28425
H 4.30547 -2.15763 3.11159
H -4.35299 -0.08670 -1.34365
H -3.18748 5.78884 -4.07637
H -1.53707 -1.93513 -3.56308
H -4.26940 0.87440 1.34658
C 1.47504 -2.63450 -2.14526
C -5.56722 4.39545 0.92995
H -0.18995 4.14885 0.67140
C -1.60335 2.51316 -2.78487
C 2.23418 -4.76690 -3.01902
H -3.77482 3.42900 -1.49244
H -4.78561 4.63048 3.43089
O 2.49146 -0.22649 0.59740
C 0.21989 -2.93625 -2.71710
C -3.68919 0.02909 1.71639
H -1.78965 -3.43211 -0.61968
H -3.01406 0.39179 2.48967
H 6.28189 -0.39323 2.62038
H 3.32636 -2.81556 0.08727
H 4.13631 -1.67717 -1.00233
C -4.09983 -1.02622 -0.85135
C -3.54797 3.48781 0.57054
O 0.20791 1.30962 -1.72918
H 6.16346 -0.40941 0.25130
H -0.99404 -4.28513 -3.86370
C 2.49208 -3.60766 -2.30639
H 1.21602 -3.59917 2.87974
H 3.04938 -5.47238 -3.11186
H 0.33637 -5.46918 0.87375
C 0.99207 -5.04091 -3.57910
C -0.01694 -4.11888 -3.42908
C -0.79042 -1.90960 -2.76943
C 5.84862 0.46068 -0.31604
H 1.18490 5.17798 1.03179
C -1.64974 -3.39772 0.46521
H -0.08225 3.74739 -1.94070
P 0.13839 -3.07075 0.78294
H -3.62960 -2.84234 1.10523
H -1.09638 5.85983 -2.76363
H -4.37215 -0.70979 2.14230
C 1.57579 3.17189 0.82192
C 3.57452 -1.44109 2.73590
H 3.21255 4.21318 1.49447
Zr 0.55116 -0.19441 -0.31305
O 1.69955 -1.47208 -1.53844
H -3.22855 1.51300 -3.75680
H -0.04642 -2.39006 3.13343
C -4.12443 3.91921 2.94335
C -1.56873 4.91048 -2.97712
H 5.03862 -3.07153 -0.34798
H -3.08609 4.19346 3.11402
H -1.83744 -4.40962 0.84061
H 3.05936 -0.96018 3.56741
N -4.39384 3.94790 1.51731
H 2.83929 -1.95837 2.12482
H 3.39528 2.52603 1.38740
N 4.27640 -0.44978 1.93186
N 4.44069 0.76625 -0.05920
N 2.90974 3.34995 1.07621
N -4.19997 3.64922 -0.60165
S -1.99999 2.83346 0.78236
H 0.83168 -5.95796 -4.12602
H -6.11544 4.43417 -1.20644
H -0.48171 -4.09523 2.88742
C -3.34543 3.64867 -3.99558
C 5.37726 0.21721 2.61401
C 3.70670 0.02196 0.80848
H 5.96088 0.23140 -1.37684
H 5.07443 0.39881 3.64627
```

=====

# 2
This record from OMol25 describes C31H51BrMgN2OP2 as an isolated structure in a non-equilibrium geometry. The level of theory is the ωB97M-V functional and the def2-TZVPD basis.

Results
- Net charge: +2
- Energy above the lowest of the compared OMol25 structures with the same formula, charge and spin: 0.00 kcal/mol
- Highest occupied orbital energy: -11.85 eV
- E_LUMO: -6.73 eV
- 2S+1: 1

```
89
C31H51BrMgN2OP2, DFT the ωB97M-V functional and the def2-TZVPD basis
C 0.79212 1.30436 -3.92105
C -4.40235 2.95821 -3.00697
C 0.75121 0.74437 4.33369
H 2.86574 -0.37664 1.66587
C -5.86569 4.86365 -3.37328
H 4.06344 -0.07722 -2.12365
H -1.08797 -0.64833 5.85979
H 4.39688 -1.26753 3.35133
H -4.22254 1.73768 -4.84812
H -2.69384 -1.24731 1.00164
H 4.46285 -2.33006 -3.24026
H 5.92956 -1.91225 -2.33149
P 4.73633 -0.80023 0.15994
N -1.44981 -0.20782 3.83573
C 0.00969 -2.77966 -3.18347
C -2.26483 -2.15664 -0.99639
C -4.67228 2.58228 -4.35962
C -3.41598 2.24547 -2.21043
C -0.62719 1.73482 -1.45206
H 2.99684 -1.29510 -1.46374
H -1.06332 -2.86125 -3.35101
H -6.34845 5.76921 -3.00275
H 2.74440 -1.94744 0.87193
H -1.98278 -0.82390 3.24377
H 1.46458 -2.98183 -1.59224
H -1.26255 -5.00651 -0.34242
H -4.02822 -2.12591 0.28273
H -3.60511 -0.53085 -0.40641
H -0.86993 3.00964 6.43225
C 1.41110 1.92857 -2.81001
H 4.74872 -3.04641 -1.62758
Br 3.26436 2.24978 -2.99202
C -0.66009 1.99830 6.07136
H -2.65591 1.39788 6.51379
H -2.81145 -0.62796 5.37537
H 4.03549 1.50247 -0.01632
P -0.48694 -2.23109 -0.43383
H -2.25271 -1.58839 -1.94357
C -1.84352 -0.12215 5.25483
H -3.18142 0.50856 -3.40386
O -0.11819 0.22146 2.06598
C -2.72026 1.20105 -2.70085
C -5.56091 3.38350 -5.10664
C -1.27828 1.22649 -2.63122
H 1.70095 0.76363 3.78145
C -5.02126 4.13340 -2.53373
H 1.32264 2.49474 5.42268
C 4.09998 -1.97933 2.57827
C -3.19125 -1.46153 0.02018
H -1.00799 0.42574 -4.64527
H 1.41574 1.08380 -4.77575
H 4.97859 -2.55906 2.24240
H 3.39890 -2.70883 3.01311
C 0.75832 2.03724 -1.54724
H -1.27287 2.13377 -0.63756
C -0.52097 0.90795 -3.78902
H 0.29371 -1.74171 -3.40059
C -0.46821 -3.43168 0.97738
C -0.29754 0.24157 3.33090
C -1.94836 1.35231 5.67362
H -5.82871 3.11752 -6.12105
C 4.94644 1.00212 0.32365
H -0.21478 1.46563 6.92921
H -0.82053 -2.91531 1.88659
C 0.38818 -3.17056 -1.75287
H 7.12339 1.15668 -0.01940
H 1.31335 2.22066 -0.62234
H 6.11259 1.33864 -1.47604
H -2.40246 1.92126 4.85171
N -6.12486 4.50017 -4.64182
H -1.03315 -5.53198 1.32557
C 3.44219 -1.24846 1.37573
H 0.11539 2.83739 4.19086
H 0.22501 -4.24398 -1.60082
C 6.17790 1.55885 -0.40744
H 0.85308 -0.00254 5.14427
C 4.85217 -2.13522 -2.23273
H -2.62459 -3.16383 -1.26560
C 4.05570 -1.01515 -1.53562
C -1.32744 -4.67241 0.70133
H -4.80878 4.49718 -1.52237
H 5.03981 1.17021 1.41176
H 6.22537 2.63910 -0.27211
C 0.41656 2.09863 4.95380
H -3.13842 2.74974 -1.27356
H 0.57947 -3.72394 1.19112
Mg -1.15605 0.18682 0.26961
H -2.38151 -4.46025 0.92141
H 0.51349 -3.44424 -3.89243
```

=====

# 3
This record from OMol25 describes C31H51Cl2N4PSm as an isolated structure in a non-equilibrium geometry. The level of theory is the ωB97M-V functional and the def2-TZVPD basis.

Results
- Net charge: -1
- Highest occupied orbital energy (spin up / spin down): -2.67 / -2.61 eV
- ⟨S²⟩: 8.774
- E_LUMO (spin up / spin down): 2.54 / 2.54 eV
- 2S+1: 6

```
90
C31H51Cl2N4PSm, DFT the ωB97M-V functional and the def2-TZVPD basis
H 1.93843 -2.66209 -2.57839
C -0.88307 5.83281 1.73591
H 0.52463 -1.25419 8.36181
H -1.79347 1.54451 -0.98919
C -0.59947 3.28071 2.88471
H 3.49463 -0.08879 -5.61869
H -1.26827 -0.41839 -4.80559
H -0.97827 2.40671 -2.28999
C -1.44927 5.56191 2.98391
H -0.99147 6.81801 1.29141
C 3.49253 1.65231 -4.31649
Sm -0.17187 0.46491 2.48721
H -2.37617 -2.34869 -2.69789
H -2.32337 -0.31599 -2.52709
H 1.64703 -2.04519 3.64091
H 0.57293 2.81771 1.12711
H 3.25853 3.10091 -2.71219
H -4.11617 2.80901 -4.41309
H 2.99773 -1.99859 5.71501
N 1.56523 -0.68879 6.58861
C -0.99527 -0.83069 5.36761
H -0.16867 -2.16529 -3.82879
H -1.74697 4.08721 4.52531
Cl 2.05053 0.50421 1.92051
H 0.00023 -3.41879 7.30261
C 1.27913 -0.00069 5.31821
H -2.00057 6.33591 3.51081
H 1.14603 0.22581 -4.86849
C -3.11737 2.27151 -2.55809
C -0.19847 -2.25289 -2.73279
C -1.78057 1.68931 -2.07549
H 1.74273 -1.35639 -4.38499
N 0.23673 -0.72989 4.55151
H 3.86593 1.52871 -2.19009
H 1.50613 1.82101 -1.45539
H -2.55537 -4.82479 -2.59119
C -2.82037 1.10371 -4.78479
C -1.30477 4.30241 3.55541
C 3.15203 2.02001 -2.86649
C -0.02087 3.57671 1.63161
H -2.39277 3.18101 -4.37919
N -0.71137 -1.52309 6.64081
C -1.47847 0.53151 -4.30049
H 0.99383 -3.16269 -1.17959
H -3.93107 1.59751 -2.25279
C -1.48027 0.34871 -2.77529
H -0.77257 1.92811 4.55291
H 4.52523 1.93891 -4.55009
C -0.20307 -2.87779 6.35051
C 0.73003 -2.09349 4.27061
H -0.02307 -2.66049 3.68001
H -0.48477 -6.21849 -2.90179
H 2.21193 0.08811 4.71981
H -0.97917 -3.47109 5.81721
H 0.96693 1.03941 5.53771
H -3.61767 0.37751 -4.56989
C -1.52207 -2.93449 -2.34059
H 0.29053 5.05121 0.10341
H 1.01223 2.12791 -3.12059
C 3.28433 0.15371 -4.56949
N 1.02653 -2.80299 5.53591
H -1.41887 0.16771 5.58891
C 0.99013 -3.12199 -2.27829
C 0.90363 -4.54639 -2.84409
H -0.45637 -5.34519 -1.36899
H -3.30497 3.23701 -2.07199
H -1.59477 -2.96669 -1.24419
H -1.78457 -1.37519 4.80291
H 2.30033 -0.44459 -2.12139
C -0.51237 1.96211 3.49081
Cl -2.19747 -0.21479 1.64671
C 0.32133 -0.76849 7.38111
H -1.63187 -4.31059 -4.00329
P -0.05357 -0.55379 -1.95549
H 2.84273 2.22441 -4.99479
H 0.98423 -4.50399 -3.93999
H 2.29493 -2.57649 7.24251
H 1.75213 -5.14219 -2.48569
H -0.04787 0.25481 7.61941
H 3.99893 -0.41909 -3.96069
C -3.14057 2.43061 -4.08409
H -0.67697 1.22781 -4.57899
C 2.04823 -2.04839 6.29391
C 1.54233 0.06381 -2.73949
H -2.80057 1.24211 -5.87309
C 1.72923 1.57351 -2.50029
C -1.61247 -4.36029 -2.90489
C -0.42087 -5.21639 -2.46029
C -0.16557 4.83721 1.06581
C 1.85553 -0.28179 -4.20599
```

=====

2S+1 of number 1 (C31H50N9O6P2S2Zr)? 1